(1)
{"formula": "C4H23N3O6", "method": "ωB97M-V/def2-TZVPD", "gap_ev": 9.8, "homo_energy_ev": -9.6, "molar_mass_g_mol": 209.2, "smiles": "[H]/N=C\\NCCCN.O.O.O.O.O.O", "relative_energy_kj_mol": 130.8, "fmax_ev_per_a": 2.86, "symbols": ["C", "C", "C", "N", "C", "N", "N", "H", "H", "H", "H", "H", "H", "H", "H", "H", "H", "H", "H", "H", "O", "H", "H", "O", "H", "H", "O", "H", "H", "O", "H", "H", "O", "H", "H", "O"], "positions_angstrom": [[-2.189, -0.406, 1.530], [-0.895, -0.842, 2.282], [-0.134, 0.437, 2.667], [1.082, 0.498, -0.065], [0.736, 1.474, 0.642], [-0.130, 1.632, 1.753], [-2.107, -0.258, 0.026], [-3.155, -0.903, 1.819], [-2.420, 0.627, 1.834], [-0.362, -1.488, 1.565], [-1.168, -1.576, 3.028], [-0.559, 0.757, 3.608], [0.928, 0.377, 2.931], [0.767, -0.448, 0.117], [1.109, 2.489, 0.378], [-1.055, 2.002, 1.595], [-3.048, -0.272, -0.341], [-1.729, 0.678, -0.014], [-0.980, -2.372, -2.205], [-0.915, -1.713, -0.753], [-0.471, -2.295, -1.396], [1.642, 2.041, -3.064], [0.381, 1.457, -3.457], [0.938, 2.204, -3.705], [2.035, -3.148, 1.164], [1.210, -3.228, -0.079], [1.768, -2.604, 0.401], [4.203, 0.758, -0.059], [3.605, -0.396, -0.731], [4.465, -0.101, -0.410], [-3.618, 2.621, -0.560], [-2.333, 3.354, -1.269], [-2.689, 2.821, -0.567], [1.073, -1.622, -2.446], [2.404, -1.043, -2.972], [1.611, -1.511, -3.248]], "atomic_forces_ev_per_a": [[-1.6021, 0.8876, 0.1902], [-0.6052, -0.2993, -2.7617], [0.3791, 0.8021, 0.6673], [0.9467, -0.0757, -0.2532], [-0.8985, 2.0457, -0.4862], [0.3373, -2.6544, 1.0057], [0.8375, -0.9435, 1.6396], [1.2312, -0.3245, -0.2961], [-0.0043, -0.2561, 0.5958], [0.2493, 0.4090, 0.1345], [0.1256, 0.5128, 0.9526], [-0.3892, 0.4284, 0.2125], [-0.1209, -0.9120, -0.2565], [-0.2459, 0.0920, 0.5139], [-0.0288, -0.6849, -0.2764], [0.1867, 0.4779, -0.3955], [0.0043, 0.2383, -0.1190], [-0.1427, 0.1281, -1.1595], [-0.3615, 0.2193, 0.1448], [-0.5982, 0.2961, -0.5173], [0.8039, -0.4571, 0.2623], [0.2771, 0.4143, -0.1834], [-0.3544, -0.0422, -0.4104], [0.0789, -0.4359, 0.6611], [0.1263, 0.5563, -0.2878], [-0.2007, 0.2683, -0.4521], [0.0156, -0.6931, 0.6758], [0.3135, 0.0853, 0.1318], [-0.0299, -0.4039, 0.0229], [-0.3922, 0.3004, -0.0688], [-0.4206, 0.4800, -0.7905], [-0.6778, 0.2426, -0.6106], [1.1761, -0.7324, 1.4704], [0.1408, -0.0143, -0.0355], [-0.0184, -0.0332, 0.0109], [-0.1387, 0.0779, 0.0683]], "mulliken_charge": [-0.74, -0.02, -1.10, -0.11, -0.33, -0.19, -0.47, 0.45, 0.39, 0.01, 0.40, 0.39, 0.43, -0.13, 0.38, 0.33, 0.24, 0.11, 0.25, 0.40, -0.72, 0.31, 0.32, -0.63, 0.26, 0.30, -0.56, 0.31, 0.32, -0.65, 0.30, 0.30, -0.60, 0.38, 0.32, -0.65]}

***

(2)
{"formula": "C4H24B4O2SV", "method": "ωB97M-V/def2-TZVPD", "charge": -2, "gap_ev": [2.5, 6.0], "homo_energy_ev": [1.8, -1.7], "molar_mass_g_mol": 230.5, "s2": 3.756, "multiplicity": 4, "fmax_ev_per_a": 4.38, "symbols": ["V", "B", "H", "H", "H", "H", "B", "H", "H", "H", "H", "B", "H", "H", "H", "H", "B", "H", "H", "H", "H", "C", "C", "C", "S", "O", "O", "C", "H", "H", "H", "H", "H", "H", "H", "H"], "positions_angstrom": [[1.112, -0.497, -1.187], [2.178, -1.670, -2.625], [2.807, -1.453, -1.775], [1.921, -0.672, -2.942], [2.728, -2.234, -3.362], [1.301, -2.156, -2.227], [2.302, 1.327, -1.195], [2.839, 2.232, -0.958], [1.249, 1.548, -1.280], [2.723, 0.888, -2.086], [2.436, 0.593, -0.415], [-0.862, -0.298, -2.004], [-1.868, -0.195, -2.379], [-0.173, -0.231, -2.831], [-0.637, 0.558, -1.387], [-0.712, -1.175, -1.393], [1.631, -2.176, 0.431], [2.207, -1.267, 0.355], [0.636, -1.890, 0.129], [2.008, -2.928, -0.245], [1.587, -2.529, 1.450], [-2.896, 0.261, 1.601], [-2.864, 1.777, 1.656], [-1.346, 2.263, 1.731], [-0.293, 0.792, 1.931], [0.443, 0.878, 3.213], [0.235, 0.367, 0.650], [-1.682, -0.376, 2.219], [-2.932, -0.019, 0.548], [-3.843, 0.023, 2.084], [-3.371, 2.121, 2.558], [-3.488, 2.320, 0.947], [-1.154, 2.742, 2.692], [-0.960, 2.833, 0.885], [-1.883, -0.384, 3.291], [-1.377, -1.378, 1.918]], "atomic_forces_ev_per_a": [[-0.0548, -0.2447, 1.9050], [0.9164, -0.9586, -1.3657], [2.8874, 0.2729, 2.8427], [-0.9421, 3.2463, -2.2970], [1.8816, -2.1325, -2.8744], [-3.1529, -2.3935, 0.7558], [0.8863, 1.4842, -0.5678], [2.1788, 3.4941, 1.2283], [-3.7749, 1.3568, -0.6293], [1.4494, -1.0500, -3.4063], [0.8382, -2.4870, 3.2185], [-1.6514, 0.6274, -0.7680], [-4.0813, 0.0661, -1.4175], [2.3283, 0.0599, -3.2324], [0.0802, 3.4473, 2.1507], [0.3266, -3.6732, 2.0686], [0.3111, -0.9050, 0.2384], [2.6640, 3.1216, 0.1060], [-4.1138, 0.3567, -0.9374], [1.4480, -2.9732, -2.1468], [-0.2135, -1.1490, 4.2252], [-0.8146, -0.1486, -1.7653], [1.5207, 1.3435, 0.9472], [-0.6218, -0.2951, 0.3860], [-0.6169, -2.2381, 0.2970], [-0.5167, 0.3757, -2.1135], [-0.2726, 1.5893, 2.5367], [0.0149, 0.8190, 1.3473], [-0.1742, -0.1877, -0.0905], [0.1070, -0.7842, -0.0472], [0.3815, -0.1417, 0.6277], [0.5278, -0.4605, -0.8520], [-0.0977, 0.4845, -0.2647], [-0.1380, -0.0914, 0.0470], [0.5186, -0.0718, 0.2844], [-0.0297, 0.2401, -0.4370]], "mulliken_charge": [0.02, 0.27, -0.07, -0.15, -0.34, -0.11, 0.24, -0.31, -0.18, -0.23, -0.04, 0.19, -0.31, -0.09, -0.26, 0.02, 0.75, -0.16, -0.23, -0.32, -0.31, -0.47, -0.69, -0.79, 1.00, -0.78, -0.77, -0.74, 0.24, 0.38, 0.32, 0.34, 0.37, 0.46, 0.34, 0.41]}

***

(3)
{"formula": "C4H24N2O9", "method": "ωB97M-V/def2-TZVPD", "gap_ev": 10.0, "homo_energy_ev": -9.7, "molar_mass_g_mol": 244.2, "smiles": "NC(=O)C[C@H](N)CO.O.O.O.O.O.O.O", "relative_energy_kj_mol": 383.6, "fmax_ev_per_a": 7.80, "symbols": ["C", "O", "C", "C", "C", "N", "O", "N", "H", "H", "H", "H", "H", "H", "H", "H", "H", "H", "H", "H", "O", "H", "H", "O", "H", "H", "O", "H", "H", "O", "H", "H", "O", "H", "H", "O", "H", "H", "O"], "positions_angstrom": [[0.948, 0.848, -2.036], [0.040, 1.534, -2.863], [-0.023, -0.308, -1.506], [-0.271, -0.094, -0.023], [-1.300, -1.010, 0.523], [-1.793, -2.137, -0.165], [-1.479, -0.817, 1.715], [0.464, -1.632, -1.785], [1.126, 1.592, -1.260], [1.744, 0.577, -2.774], [0.401, 2.267, -3.311], [-1.031, -0.249, -2.211], [-0.566, 0.974, 0.116], [0.747, -0.115, 0.492], [-1.136, -2.490, -0.906], [-2.411, -2.773, 0.264], [0.843, -1.830, -2.572], [1.239, -1.898, -1.210], [-1.767, 3.028, 1.681], [-0.531, 2.485, 1.031], [-0.820, 2.869, 1.910], [-2.717, 1.725, -0.205], [-1.808, 2.063, -1.496], [-1.971, 2.283, -0.578], [-0.130, 0.260, 2.791], [1.009, 1.128, 2.446], [0.864, 0.304, 2.862], [3.677, 1.129, -0.197], [2.661, 0.035, 0.209], [2.782, 0.905, -0.025], [3.061, -2.439, 1.201], [2.379, -3.025, -0.109], [2.977, -2.436, 0.190], [1.465, -2.469, 2.392], [1.741, -1.007, 2.673], [2.226, -1.882, 2.615], [-4.338, 0.585, -0.670], [-4.052, 0.766, 0.799], [-4.251, 1.252, -0.003]], "atomic_forces_ev_per_a": [[-1.9947, 0.2496, -0.8229], [-2.5999, -0.0801, -0.9802], [-0.1417, 0.9936, -2.7258], [1.3546, 0.7116, -2.0744], [0.9614, -1.9463, 1.4971], [2.1420, 2.2568, -1.1686], [-1.8326, -0.2531, 0.7074], [-2.2376, -0.2646, 6.8162], [1.1043, -0.8062, 0.0707], [0.1498, -0.4151, 1.6470], [0.9481, 1.2735, -0.5755], [2.3712, 0.3291, 2.0545], [-0.1996, -1.3030, -0.1883], [-1.6858, -0.7616, -0.2746], [-0.9658, 0.6318, 0.6683], [-0.4738, -0.4520, 0.8836], [2.1748, -0.7553, -7.4504], [0.2803, 0.2935, 1.2642], [1.0839, 0.0118, 0.4356], [-0.4360, 0.9438, 1.3907], [-0.5497, -0.6680, -1.6401], [0.7716, 1.0019, -1.2223], [-0.0021, -0.2210, -0.3248], [-0.2514, 0.0561, 0.8440], [1.0448, -0.4707, 0.1175], [0.7427, 1.6115, -0.5872], [-1.9369, -0.6532, 0.6639], [1.1882, -0.2834, -0.0108], [0.4290, -3.4443, 0.8029], [-0.9541, 3.4284, -0.3258], [-0.7417, 0.0921, -1.6372], [-2.9165, -3.3257, -0.9653], [3.7221, 3.3370, 2.0861], [0.8567, 0.4163, 0.4239], [0.6022, -0.3765, 0.0961], [-1.3526, -0.4859, 0.0317], [-0.2290, -0.6934, -0.7288], [-0.1831, -0.2872, 0.4634], [-0.2431, 0.3079, 0.7381]], "mulliken_charge": [-0.71, -0.56, 0.59, 2.43, -0.35, -0.40, -0.68, -0.65, 0.25, 0.41, 0.31, 0.23, -1.01, -0.32, 0.26, 0.27, 0.20, 0.03, 0.33, 0.29, -0.68, 0.42, 0.26, -0.72, 0.38, 0.27, -0.70, 0.26, 0.21, -0.57, 0.43, 0.26, -0.68, 0.33, 0.40, -0.77, 0.35, 0.35, -0.70]}

***

(4)
{"formula": "C4H24NO11S", "method": "ωB97M-V/def2-TZVPD", "charge": -1, "gap_ev": 7.9, "homo_energy_ev": -5.4, "molar_mass_g_mol": 294.3, "relative_energy_kj_mol": 364.9, "fmax_ev_per_a": 3.58, "symbols": ["O", "C", "N", "C", "C", "S", "C", "O", "H", "H", "H", "H", "H", "H", "H", "H", "O", "H", "H", "O", "H", "H", "O", "H", "H", "O", "H", "H", "O", "H", "H", "O", "H", "H", "O", "H", "H", "O", "H", "H", "O"], "positions_angstrom": [[1.162, -0.320, 3.085], [0.643, 0.413, 2.289], [-0.614, 0.350, 1.729], [-1.569, -0.719, 1.701], [-1.252, -2.215, 1.278], [-2.403, -2.220, -0.063], [-2.717, -0.426, 0.546], [-2.363, 0.522, -0.288], [0.927, 1.514, 2.051], [-0.818, 1.191, 1.217], [-2.008, -0.845, 2.719], [-0.190, -2.247, 1.036], [-1.397, -2.966, 2.066], [-3.669, -0.198, 1.009], [1.037, -0.660, 0.136], [1.171, -0.035, -1.183], [1.516, -0.824, -0.694], [-2.216, 1.524, -1.606], [-2.715, 0.680, -2.787], [-2.646, 1.600, -2.515], [3.845, 0.581, 0.171], [3.874, 0.026, 1.577], [3.803, 0.856, 1.095], [0.962, -1.005, -3.046], [-0.461, -0.732, -2.187], [0.014, -0.985, -2.977], [0.452, -2.954, -2.393], [1.745, -3.444, -1.888], [1.143, -3.644, -2.616], [3.886, -2.367, 1.136], [3.874, -2.176, -0.432], [4.256, -1.864, 0.395], [-3.097, 2.377, 0.349], [-2.077, 3.640, 0.199], [-2.801, 3.241, 0.688], [-0.229, 1.415, -1.499], [0.692, 2.060, -2.683], [0.529, 1.322, -2.091], [0.350, 2.681, 1.100], [-0.758, 3.336, 1.873], [0.120, 3.518, 1.506]], "atomic_forces_ev_per_a": [[0.5668, -0.8640, -0.2061], [-2.1056, 2.8927, 0.0699], [1.6996, -1.1873, 0.0067], [-2.1615, -1.3539, 1.0253], [1.6427, 1.6342, 0.8048], [-0.9893, -0.0467, -0.6565], [2.4532, 0.4992, 0.7871], [0.2731, 0.1131, 0.3035], [1.0465, -1.8815, 0.6538], [-0.8207, -0.3699, -0.6155], [-0.0048, 0.5752, -0.5442], [0.0685, -0.4545, -0.5468], [-0.2589, 0.4107, -0.1395], [-0.7090, -0.7271, 0.1336], [0.4280, -0.5204, 0.0078], [0.8353, -0.6279, -0.1044], [-0.6656, 0.9732, 0.3853], [-1.4367, -0.4136, -1.4484], [0.0344, 0.0526, 0.1821], [0.9121, 0.6958, 0.4120], [-0.1182, -0.1287, 0.2631], [-0.0773, 0.0310, -0.1759], [0.0529, 0.4097, -0.0380], [0.1010, 0.4140, 1.1138], [0.8996, 0.1118, 0.4600], [-1.7263, -1.5492, -2.2544], [0.5772, -0.8556, -0.8583], [0.2200, -0.2924, -0.0910], [-0.7854, 1.1691, 0.8999], [-0.1036, 0.0279, -0.6423], [-0.3317, -0.0299, 0.3616], [0.4656, -0.2027, 0.3372], [0.8712, 0.0727, -0.5290], [-0.1639, -0.5663, -0.4793], [-0.4884, 0.4325, 1.0104], [-0.2125, 0.6544, -0.5755], [-0.6513, 0.1659, 0.3676], [0.7934, 0.0918, 0.6395], [0.3216, 0.2028, -0.3480], [-0.0371, 0.2081, -0.0154], [-0.4149, 0.2330, 0.0433]], "mulliken_charge": [-0.59, 0.46, 0.19, -0.39, -0.05, -0.29, -0.31, -0.76, 0.03, -0.09, 0.29, -0.04, 0.30, 0.41, 0.08, 0.32, -0.43, 0.33, 0.34, -0.67, 0.30, 0.31, -0.63, 0.31, 0.33, -0.67, 0.39, 0.30, -0.68, 0.32, 0.28, -0.64, 0.32, 0.33, -0.68, 0.34, 0.21, -0.59, 0.24, 0.40, -0.63]}